CHINOS | wB97M-V/def2-TZVPD

Output
E_HOMO: -4.5 eV
energy above the lowest of the compared OMol25 structures with the same formula, charge and spin: 17.4 kcal per mole
total charge: -1
calculated total energy: -864.62685 hartree
gap between HOMO and LUMO: 7.88 eV

The geometry in XYZ format:
```
6
Properties=species:S:1:pos:R:3:forces:R:3:lowdin_charge:R:1
I 2.847 0.141 -0.045 1.549 0.426 -0.127 -0.194
S -1.567 -1.452 -0.019 -0.435 -0.927 -0.172 0.439
O -1.318 1.564 -0.045 -0.159 0.897 -0.039 0.128
N -0.076 -0.472 0.151 -1.453 1.040 0.290 -0.383
C -0.827 0.519 0.038 -0.430 -0.415 0.197 -0.666
H 0.941 -0.301 -0.080 0.929 -1.020 -0.147 -0.325
```
Positions in Å, forces in eV/Å.

C12H17BN2 | wB97M-V/def2-TZVPD

Output
E_HOMO: -7.8 eV
calculated total energy: -601.81837 hartree
SMILES string: CCCC/C=C/B1Nc2ccccc2N1
gap between HOMO and LUMO: 8.41 eV

The geometry in XYZ format:
```
32
Properties=species:S:1:pos:R:3:forces:R:3:lowdin_charge:R:1
N -1.967 0.092 0.819 1.263 0.693 -1.114 0.196
N -2.331 0.459 -1.456 1.693 -0.603 1.732 0.208
C -3.442 0.008 -0.856 -2.201 0.116 3.421 -0.257
C -4.678 -0.175 -1.372 -1.600 -0.144 -0.442 -0.041
C -5.525 -0.526 0.792 -4.771 -0.389 0.857 -0.163
C -3.284 -0.082 0.578 -0.951 -1.053 -1.277 -0.202
C 5.161 -0.485 1.734 -0.704 -0.284 2.857 -0.163
C 0.418 0.822 -0.647 -3.880 -0.169 1.086 -0.008
C 2.914 0.467 -1.267 -2.305 -1.423 1.010 -0.203
C -4.348 -0.384 1.418 2.277 0.743 1.462 -0.048
C 4.473 -0.513 0.396 1.457 -1.224 0.313 -0.323
C 3.647 0.742 0.016 3.864 -2.101 -0.302 -0.207
C -5.786 -0.460 -0.570 1.019 0.308 0.259 -0.083
C 1.428 0.051 -1.013 0.757 -0.618 -1.464 -0.158
B -1.320 0.409 -0.403 3.925 0.935 -2.017 -0.317
H 5.378 -0.605 -0.260 -1.238 -0.197 -0.401 0.116
H 3.305 -0.408 -1.831 0.389 0.940 0.306 0.115
H -4.793 0.014 -2.403 -0.330 -0.006 -1.277 0.097
H 4.373 -0.432 2.554 0.806 0.169 -0.728 0.084
H -2.427 0.526 -2.431 0.921 0.316 -1.138 0.126
H -6.430 -0.585 1.465 0.960 -0.269 -0.790 0.117
H 5.708 -1.436 2.014 -0.403 1.015 -0.772 0.085
H -6.811 -0.519 -0.945 0.549 -0.055 0.038 0.103
H 5.834 0.364 1.908 -0.054 -0.117 -0.206 0.067
H 2.920 1.351 -1.827 -0.047 1.139 -1.311 0.083
H -4.281 -0.375 2.555 0.085 -0.116 -1.771 0.137
H 3.117 1.023 0.903 -0.598 0.782 0.044 0.105
H 4.603 1.292 -0.204 -1.567 1.109 0.353 0.125
H 0.491 1.887 -0.394 0.752 -0.233 -0.071 0.071
H 1.237 -0.975 -1.409 -0.148 0.690 0.833 0.104
H 3.954 -1.475 0.454 -0.422 0.149 -0.775 0.107
H -1.539 -0.073 1.682 0.502 -0.104 1.283 0.126
```
Positions in Å, forces in eV/Å.

C7H14 | wB97M-V/def2-TZVPD

Output
E_HOMO: -10.2 eV
energy above the lowest of the compared OMol25 structures with the same formula, charge and spin: 15.6 kcal per mole
calculated total energy: -275.09140 hartree
SMILES string: C1CCCCCC1
gap between HOMO and LUMO: 11.36 eV

The geometry in XYZ format:
```
21
Properties=species:S:1:pos:R:3:forces:R:3:lowdin_charge:R:1
C 1.403 -0.478 -0.874 -0.019 -0.012 0.157 -0.215
C 0.302 0.174 -1.720 -0.022 0.013 0.136 -0.225
C 0.384 -0.524 1.532 0.027 -0.191 -0.029 -0.225
C -1.127 -0.023 -1.189 -0.058 -0.126 0.102 -0.214
C 1.515 0.006 0.605 -0.009 -0.009 0.160 -0.185
C -0.980 0.154 1.477 -0.079 0.053 0.101 -0.224
C -1.473 0.723 0.114 -0.089 -0.101 0.125 -0.193
H 1.569 1.106 0.579 -0.102 -0.187 0.240 0.110
H 0.512 1.250 -1.829 -0.095 -0.147 0.142 0.110
H -1.069 1.748 0.007 -0.042 -0.377 0.214 0.110
H -1.316 -1.094 -1.051 0.008 0.007 -0.082 0.112
H 1.267 -1.570 -0.902 -0.029 0.168 0.151 0.108
H 2.483 -0.345 0.977 -0.106 0.069 0.052 0.098
H -1.816 0.316 -1.977 0.075 -0.072 0.240 0.104
H 0.354 -0.231 -2.744 0.001 0.028 0.307 0.106
H -1.505 -0.605 2.100 -1.145 0.390 -1.280 0.110
H 0.422 -0.589 2.642 1.660 0.397 -0.500 0.110
H -1.028 1.000 2.173 0.464 0.123 -0.141 0.098
H 0.299 -1.593 1.304 -0.298 0.061 -0.395 0.100
H 2.361 -0.295 -1.386 -0.184 0.015 0.280 0.104
H -2.558 0.867 0.162 0.043 -0.101 0.019 0.099
```
Positions in Å, forces in eV/Å.

C20H23N3O6 | wB97M-V/def2-TZVPD

Output
E_HOMO: -8.6 eV
energy above the lowest of the compared OMol25 structures with the same formula, charge and spin: 84.1 kcal per mole
calculated total energy: -1391.62335 hartree
SMILES string: CCC(=O)Nc1ccc(C(=O)NNC(=O)c2cc(OC)c(OC)c(OC)c2)cc1
gap between HOMO and LUMO: 9.15 eV

The geometry in XYZ format:
```
52
Properties=species:S:1:pos:R:3:forces:R:3:lowdin_charge:R:1
O -0.485 -2.964 -0.910 0.015 0.021 -0.297 0.059
O 4.091 0.196 -0.236 -0.622 0.015 0.145 -0.084
O 2.139 -0.159 -2.329 0.090 0.478 0.178 -0.099
O -1.366 3.133 1.115 0.010 0.004 0.077 0.101
O 3.541 1.767 1.801 0.023 -0.215 -0.310 -0.058
O -4.939 3.167 -0.410 -0.048 0.040 0.142 0.094
N -1.884 -2.400 0.798 -0.243 -0.001 0.392 0.133
N -2.853 3.518 -1.172 0.446 0.510 -0.293 0.088
N -1.509 3.176 -1.139 -0.265 0.127 -0.412 0.062
C 1.344 2.308 0.916 0.047 0.094 0.090 0.051
C -3.392 1.337 -0.308 -0.137 -0.286 0.069 -0.160
C -2.256 -0.698 -0.919 0.071 -0.178 -0.118 0.000
C -2.399 -1.170 0.383 -0.105 0.361 -0.193 -0.208
C 0.708 1.332 -1.187 0.054 0.093 0.079 0.048
C -1.868 -5.447 0.853 0.118 0.018 0.056 -0.090
C 3.292 2.559 2.938 -0.055 0.153 0.178 -0.075
C -0.987 -3.208 0.165 0.227 -0.345 0.434 -0.471
C -0.689 -4.477 0.945 -0.035 -0.075 -0.170 -0.161
C 2.567 1.660 0.865 -0.026 -0.071 -0.179 -0.182
C -3.591 0.837 0.974 0.004 0.024 -0.206 -0.007
C -3.830 2.728 -0.608 0.055 -0.228 -0.077 -0.438
C 2.872 0.830 -0.234 0.201 -0.082 -0.046 -0.135
C -0.884 2.857 0.038 -0.083 0.289 0.104 -0.431
C -2.748 0.548 -1.254 -0.255 0.088 0.255 -0.031
C 1.918 0.647 -1.240 0.113 -0.027 0.040 -0.204
C -3.096 -0.403 1.316 0.037 -0.074 -0.063 -0.006
C 2.323 -1.542 -2.042 -0.089 -0.362 0.078 -0.045
C 4.939 0.515 -1.325 0.216 0.128 -0.235 -0.056
C 0.423 2.168 -0.119 0.363 -0.343 0.023 -0.123
H 5.258 1.561 -1.268 -0.012 -0.061 0.015 0.100
H -3.235 -0.779 2.321 0.008 -0.029 0.119 0.113
H 0.002 1.135 -1.977 -0.089 -0.055 -0.087 0.115
H 4.190 2.483 3.549 -0.087 0.036 -0.012 0.095
H 4.456 0.340 -2.289 0.013 -0.019 0.075 0.089
H -2.068 -5.695 -0.186 -0.059 -0.043 -0.074 0.082
H -1.748 -1.301 -1.653 0.009 -0.015 -0.017 0.105
H 0.198 -4.936 0.509 -0.011 0.148 0.041 0.117
H 2.433 2.190 3.506 0.016 0.019 -0.026 0.099
H 1.388 -1.985 -1.690 0.107 0.051 -0.047 0.070
H -3.065 4.511 -1.202 0.084 -0.258 0.087 0.160
H -1.638 -6.366 1.388 -0.043 -0.078 0.026 0.073
H 3.125 3.607 2.669 -0.011 -0.042 0.012 0.098
H 5.807 -0.134 -1.224 0.002 0.058 -0.040 0.096
H 1.072 2.944 1.743 0.012 0.033 0.112 0.115
H -0.480 -4.234 1.989 0.046 0.010 0.006 0.114
H 3.105 -1.702 -1.298 0.016 0.046 -0.050 0.091
H -2.770 -5.016 1.283 -0.095 -0.030 0.024 0.069
H -1.096 2.892 -2.017 -0.170 0.037 0.232 0.136
H -2.171 -2.680 1.726 0.110 -0.037 -0.185 0.143
H -4.109 1.443 1.700 -0.033 0.064 0.090 0.128
H -2.647 0.901 -2.270 0.064 0.046 -0.084 0.121
H 2.612 -2.001 -2.985 0.002 -0.037 0.044 0.097
```
Positions in Å, forces in eV/Å.

C29H41Cl2N4O5PPdS | wB97M-V/def2-TZVPD

Output
E_HOMO: -1.9 eV
energy above the lowest of the compared OMol25 structures with the same formula, charge and spin: 0.0 kcal per mole
total charge: -2
calculated total energy: -3512.76802 hartree
gap between HOMO and LUMO: 5.86 eV

The geometry in XYZ format:
```
84
Properties=species:S:1:pos:R:3:forces:R:3:lowdin_charge:R:1
Pd 2.204 -1.522 0.851 0.228 0.019 0.252 0.241
Cl -2.952 -2.253 -3.370 0.016 -0.038 0.019 0.556
Cl -1.358 -4.648 -3.875 0.015 0.039 0.033 0.538
S -7.162 5.547 -3.524 -0.024 -0.013 -0.024 0.384
P 1.311 -1.213 2.891 0.036 -0.048 -0.078 0.914
O -0.789 -2.348 -1.282 -0.062 0.008 -0.282 -0.082
O -7.549 4.235 -3.048 0.009 0.016 -0.009 -0.374
O -7.204 5.711 -4.968 0.002 -0.001 0.019 -0.377
O -7.716 6.658 -2.768 0.021 -0.005 0.002 -0.377
O -1.291 -4.459 -0.655 -0.022 0.027 -0.062 -0.021
N -4.794 6.822 -3.515 0.004 0.009 -0.017 0.112
N -4.760 4.635 -2.607 0.006 -0.010 -0.008 0.169
N 1.230 -0.993 -2.446 -0.160 -0.297 0.030 -0.191
N -1.495 1.364 -0.608 -0.154 -0.004 -0.062 0.059
C -0.869 -2.211 4.616 -0.020 0.005 -0.002 -0.126
C -1.336 -3.463 -1.383 0.121 -0.171 0.218 -0.797
C 3.632 -1.751 -0.671 -0.032 0.020 -0.049 -0.231
C -3.453 4.747 -2.368 -0.002 0.035 0.015 -0.226
C 1.562 -2.173 -3.282 0.121 0.053 -0.070 -0.001
C -0.654 0.709 2.507 -0.018 0.025 0.033 -0.146
C -2.254 -3.721 -2.628 -0.148 0.070 -0.014 -0.974
C 0.640 0.482 3.283 0.003 0.023 -0.008 -0.546
C -0.996 2.589 -0.489 0.107 0.001 0.027 -0.161
C -1.586 3.716 -1.033 -0.059 0.046 -0.028 -0.023
C -5.374 5.668 -3.170 -0.012 0.014 0.023 -0.345
C 2.282 -1.774 5.600 0.017 -0.005 0.004 -0.139
C 0.037 -2.474 3.412 -0.013 -0.030 -0.052 -0.531
C 2.670 -1.388 4.173 0.008 -0.025 0.013 -0.548
C -3.331 2.308 -1.831 0.011 -0.029 0.009 0.008
C 5.784 -1.771 -2.577 0.003 -0.009 -0.011 -0.135
C -3.495 6.916 -3.285 0.014 -0.007 0.017 -0.135
C 4.677 -0.957 -2.764 -0.032 0.016 0.006 -0.094
C 5.811 -2.598 -1.460 -0.014 -0.019 0.009 -0.135
C -2.650 1.239 -1.264 0.009 -0.042 -0.044 -0.121
C 3.639 -0.960 -1.834 0.088 0.036 0.001 -0.325
C -2.781 3.581 -1.734 0.021 -0.001 0.013 -0.152
C 4.761 -2.585 -0.548 0.001 0.010 0.074 -0.158
C -0.814 -2.846 2.193 0.009 -0.020 0.007 -0.148
C -2.755 5.896 -2.708 -0.032 0.010 -0.018 -0.015
C 3.734 -2.367 3.670 -0.013 0.002 0.020 -0.168
C 0.182 -0.180 -3.097 -0.097 0.007 -0.019 -0.028
C 0.501 0.943 4.733 -0.003 0.018 -0.003 -0.126
C 2.420 -0.137 -2.113 0.073 0.027 -0.017 -0.136
H 2.203 -2.836 -2.708 -0.050 -0.001 -0.004 0.103
H 0.808 -1.401 -1.576 0.124 0.195 -0.046 0.113
H 2.088 -1.840 -4.177 -0.017 0.033 0.035 0.104
H -4.273 2.170 -2.344 0.000 0.001 -0.002 0.117
H -0.330 -1.977 5.531 0.006 -0.002 -0.002 0.041
H 4.619 -0.317 -3.643 0.003 0.000 0.001 0.094
H 3.176 -1.789 6.232 0.003 -0.005 0.009 0.069
H 0.635 -2.669 -3.545 -0.078 -0.033 0.018 0.055
H -0.208 -3.111 1.327 -0.015 0.008 0.051 0.031
H 6.659 -3.256 -1.296 0.008 -0.002 -0.008 0.082
H -0.068 2.670 0.071 -0.009 0.001 0.001 0.104
H -3.018 7.848 -3.575 -0.002 -0.005 -0.003 0.101
H -0.213 0.339 5.292 -0.012 -0.007 0.000 0.056
H 0.671 -3.343 3.639 -0.008 -0.005 0.011 0.095
H -0.723 -0.777 -3.161 0.004 0.047 0.035 0.039
H 2.572 0.524 -2.971 -0.054 -0.006 -0.018 0.118
H 4.078 -2.092 2.673 0.007 0.015 0.006 0.023
H 1.454 0.925 5.264 0.006 -0.004 0.004 0.056
H 3.323 -3.379 3.601 -0.009 -0.009 -0.003 0.069
H 1.565 -1.095 6.056 0.003 0.005 -0.004 0.041
H -1.125 4.684 -0.888 0.006 0.007 -0.006 0.100
H 0.534 0.106 -4.089 0.020 0.003 0.005 0.101
H 0.137 1.976 4.751 -0.003 0.002 0.003 0.071
H -3.085 -4.345 -2.326 -0.016 -0.029 -0.047 0.044
H -0.569 0.370 1.476 -0.003 -0.019 -0.040 0.039
H -1.561 -1.393 4.411 -0.001 0.004 0.002 0.059
H -0.911 1.773 2.494 -0.009 0.002 0.008 0.069
H -1.492 0.181 2.967 -0.001 -0.001 -0.017 0.062
H -1.450 -2.013 1.886 -0.004 0.013 -0.003 0.069
H 0.000 0.702 -2.492 -0.022 0.000 0.020 0.077
H 4.582 -2.396 4.364 0.008 -0.006 0.000 0.065
H -1.479 -3.100 4.805 -0.003 0.003 0.007 0.072
H 3.121 -0.387 4.189 0.009 -0.002 -0.007 0.096
H -3.037 0.228 -1.352 0.033 0.047 0.016 0.098
H 4.831 -3.249 0.309 -0.003 0.002 0.006 0.066
H 1.409 1.108 2.814 0.005 -0.016 0.010 0.086
H -1.690 5.993 -2.554 0.003 0.004 -0.003 0.095
H -1.464 -3.695 2.426 0.009 -0.001 -0.003 0.075
H 6.599 -1.771 -3.292 0.003 0.003 0.006 0.081
H 2.118 0.440 -1.237 0.037 -0.002 -0.001 0.103
H 1.856 -2.780 5.624 -0.002 0.002 -0.002 0.069
```
Positions in Å, forces in eV/Å.

C27H30F5IrNO2Si | wB97M-V/def2-TZVPD

Output
E_HOMO (spin up / spin down): -14.5 / -14.7 eV
energy above the lowest of the compared OMol25 structures with the same formula, charge and spin: 22.3 kcal per mole
2S+1: 2
total charge: +2
calculated total energy: -2144.58347 hartree
gap between HOMO and LUMO (spin up / spin down): 7.09 / 7.35 eV

The geometry in XYZ format:
```
67
Properties=species:S:1:pos:R:3:forces:R:3:lowdin_charge:R:1
Ir -2.045 0.635 -0.785 -0.103 -0.131 -0.063 1.141
Si -4.248 -2.070 -1.225 0.102 -0.016 0.012 0.528
F -3.096 2.557 1.789 0.020 -0.005 -0.004 0.174
F -3.065 2.894 -0.804 -0.095 0.056 -0.003 0.044
F -4.708 1.445 -1.086 -0.017 0.015 -0.042 0.091
F -5.170 2.614 1.184 -0.006 -0.028 0.002 0.210
F -4.244 0.722 1.696 0.004 -0.044 0.025 0.152
O 0.747 -0.332 0.484 0.045 -0.047 -0.071 0.047
O -0.929 0.909 1.362 0.060 0.087 -0.064 -0.069
N -2.563 -1.326 -0.705 -0.018 -0.045 -0.073 -0.095
C 4.566 0.123 2.045 -0.001 -0.005 0.000 -0.013
C 4.345 0.144 0.558 -0.054 0.005 0.053 -0.149
C 5.420 0.323 -0.276 0.042 -0.001 -0.027 0.033
C 5.270 0.361 -1.665 -0.059 -0.012 0.003 -0.177
C -0.124 -2.665 2.099 -0.002 0.091 0.135 -0.050
C 1.545 -0.111 -2.154 0.026 -0.016 0.046 -0.008
C 0.464 2.307 2.752 0.030 0.043 0.010 0.006
C -3.926 -3.892 -1.241 0.006 0.000 0.023 -0.157
C -3.617 1.704 -0.353 -0.004 0.133 0.090 -0.493
C -4.051 1.912 1.119 0.040 0.061 -0.039 -0.597
C 3.036 -0.009 -0.029 0.038 0.027 -0.097 -0.071
C 1.993 -0.156 0.853 -0.024 -0.028 0.124 0.045
C -0.130 -3.387 0.980 0.021 0.013 -0.142 -0.053
C 1.235 3.454 2.897 -0.010 -0.014 0.000 -0.038
C -1.619 -2.098 -0.511 -0.017 -0.063 0.076 -0.183
C 1.400 4.328 1.830 0.018 0.013 0.011 -0.047
C -0.627 -2.926 -0.330 0.034 -0.067 0.027 -0.047
C -5.491 -1.595 0.047 -0.013 0.027 0.022 -0.150
C 0.035 2.917 0.445 0.034 0.027 0.017 -0.021
C 0.799 4.065 0.607 -0.016 -0.021 -0.016 -0.034
C 3.989 0.216 -2.230 0.053 0.001 -0.006 0.027
C -0.646 -1.293 2.201 0.015 0.042 -0.038 0.039
C -0.115 2.071 1.522 -0.062 -0.098 0.019 -0.256
C 6.451 0.534 -2.555 0.024 0.014 0.008 -0.005
C -0.258 -0.271 1.460 -0.025 -0.020 0.072 -0.357
C 2.872 0.031 -1.464 0.003 0.003 -0.026 -0.137
C -4.468 -1.343 -2.907 -0.013 0.004 -0.064 -0.157
H -3.630 -4.272 -0.261 -0.020 0.001 0.003 0.048
H -3.667 -1.652 -3.581 -0.004 -0.009 0.003 0.046
H -1.444 -1.084 2.905 0.016 0.003 0.010 0.154
H -0.444 2.702 -0.508 0.010 0.035 0.001 0.094
H 4.040 0.943 2.539 -0.005 -0.004 -0.003 0.098
H 2.161 -0.139 1.926 -0.019 -0.006 -0.022 0.154
H -4.860 -4.391 -1.511 0.015 -0.011 -0.006 0.056
H 1.988 5.227 1.956 -0.001 -0.004 0.003 0.120
H 3.893 0.255 -3.308 0.002 -0.002 0.004 0.137
H -4.519 -0.254 -2.895 -0.017 0.003 0.008 0.023
H -3.173 -4.191 -1.971 -0.009 0.010 -0.016 0.046
H -5.407 -1.706 -3.333 0.005 0.014 0.001 0.058
H 0.292 1.631 3.580 -0.001 0.007 0.006 0.137
H 6.668 -0.416 -3.051 -0.002 0.000 0.000 0.115
H 0.223 -3.121 3.018 -0.014 -0.034 -0.019 0.124
H 6.409 0.440 0.149 -0.002 -0.001 0.000 0.136
H 4.237 -0.817 2.492 -0.001 0.002 -0.003 0.103
H 1.056 -1.048 -1.887 -0.009 -0.002 0.018 0.077
H 0.270 -4.393 1.003 -0.001 -0.006 -0.032 0.123
H 0.917 4.753 -0.219 0.000 0.000 0.001 0.122
H 5.624 0.234 2.266 0.001 0.005 -0.006 0.096
H -5.142 -1.792 1.061 -0.002 -0.015 -0.003 0.047
H -5.811 -0.557 -0.019 -0.011 -0.011 -0.005 0.029
H 1.687 3.675 3.855 -0.001 0.003 -0.001 0.121
H -6.370 -2.225 -0.121 -0.014 0.025 0.015 0.058
H 6.241 1.260 -3.341 -0.003 -0.004 -0.002 0.104
H -0.165 -3.313 -1.234 0.013 -0.018 0.014 0.138
H 0.874 0.709 -1.882 0.001 0.006 0.033 0.073
H 1.685 -0.090 -3.232 -0.002 0.019 0.006 0.097
H 7.336 0.842 -2.005 0.000 -0.003 -0.005 0.094
```
Positions in Å, forces in eV/Å.

- Number 3 is which compound?
  C7H14

- Which value of calculated total energy does entry 5 give?
  -3512.76802 hartree

- Look up the calculated total energy of the fifth one.
  -3512.76802 hartree